No. 1
Density functional theory data (ωB97M-V/def2-TZVPD) for a molecular structure, C37H60NO28V3 in a non-equilibrium geometry.

**Total charge**: +2
**Calculated total energy**: -175189.062 eV
**Molecular weight**: 1119.70 g mol⁻¹
**HOMO**: -11.33 eV

```
129
Properties=species:S:1:pos:R:3:lowdin_charge:R:1
O 1.18 -11.10 1.93 -0.29
V 1.73 -12.09 0.84 1.13
O 2.71 -13.15 1.56 -0.30
O 1.84 -4.42 -0.77 -0.33
V 2.79 -4.81 -2.03 1.09
O 3.93 -3.67 -2.08 -0.31
O -1.77 -9.97 -6.23 -0.26
V -0.30 -9.92 -5.61 1.15
O 0.68 -10.60 -6.71 -0.28
C 6.87 -8.91 1.59 -0.03
C 6.65 -7.72 0.73 -0.49
C 7.98 -6.87 0.64 -0.15
C 9.08 -7.40 -0.21 -0.14
C 8.52 -7.86 -1.67 -0.07
C 7.16 -8.64 -1.66 -0.45
N 6.22 -8.08 -0.62 0.05
O 4.88 -8.60 -0.84 -0.05
C 7.44 -10.18 -1.35 0.01
C 6.56 -8.57 -3.05 -0.06
C 5.62 -6.88 1.50 -0.03
H 6.64 -8.78 2.65 0.10
H 7.92 -9.21 1.71 0.10
H 6.19 -9.74 1.40 0.10
H 8.51 -6.51 1.52 0.14
H 7.61 -5.92 0.26 0.12
H 9.36 -8.32 0.29 0.10
H 9.96 -6.78 -0.07 0.13
H 9.23 -8.45 -2.26 0.12
H 8.33 -6.93 -2.20 0.11
H 7.99 -10.60 -2.20 0.10
H 6.56 -10.80 -1.17 0.08
H 8.05 -10.18 -0.45 0.07
H 7.29 -8.72 -3.86 0.10
H 6.21 -7.56 -3.22 0.08
H 5.84 -9.35 -3.32 0.08
H 4.68 -7.30 1.84 0.09
H 5.33 -5.97 0.98 0.08
H 6.26 -6.57 2.32 0.10
C 14.78 -2.39 -2.14 -0.03
C 13.99 -1.12 -2.12 -0.31
C 12.39 -1.15 -2.16 -0.11
O 12.01 -0.77 -0.89 0.08
C 13.09 -0.36 -0.22 -0.55
O 13.07 -0.18 0.96 0.16
O 14.28 -0.43 -0.90 0.08
H 14.29 -3.15 -1.54 0.08
H 15.75 -2.30 -1.67 0.10
H 14.74 -2.92 -3.10 0.09
H 14.22 -0.41 -2.92 0.14
H 12.01 -2.08 -2.57 0.13
H 12.16 -0.30 -2.82 0.13
C 8.77 -14.94 -9.03 -0.03
C 10.04 -14.15 -9.14 -0.36
C 9.73 -12.64 -9.13 -0.05
O 10.73 -12.11 -8.22 0.14
C 11.24 -13.06 -7.60 -0.66
O 11.94 -12.92 -6.65 0.16
O 10.71 -14.24 -7.93 0.10
H 8.03 -14.70 -9.80 0.09
H 8.23 -14.60 -8.15 0.09
H 8.91 -16.01 -8.93 0.09
H 10.64 -14.42 -10.00 0.16
H 8.68 -12.54 -8.84 0.13
H 9.98 -12.39 -10.16 0.14
C 17.48 -6.52 5.60 0.01
C 16.96 -6.13 4.10 -0.19
C 16.43 -4.71 3.75 -0.17
O 17.47 -4.12 3.14 0.08
C 18.40 -5.02 2.78 -0.57
O 19.42 -4.70 2.18 0.12
O 18.08 -6.24 3.13 0.09
H 17.81 -7.56 5.51 0.07
H 16.62 -6.64 6.25 0.07
H 18.18 -5.85 6.09 0.08
H 16.17 -6.80 3.75 0.14
H 16.26 -4.17 4.68 0.14
H 15.50 -4.74 3.18 0.13
C 8.42 -4.55 8.30 -0.03
C 9.27 -4.50 7.07 -0.41
C 10.62 -3.86 7.47 -0.07
O 11.57 -4.90 7.33 0.09
C 11.01 -6.04 7.03 -0.43
O 11.47 -7.24 6.96 0.07
O 9.69 -5.71 6.70 0.06
H 9.07 -4.76 9.14 0.09
H 7.74 -5.40 8.21 0.10
H 8.03 -3.59 8.64 0.10
H 8.66 -4.04 6.30 0.15
H 10.68 -3.63 8.53 0.14
H 10.87 -3.08 6.75 0.14
C 5.83 -4.94 -10.58 -0.06
C 6.85 -3.96 -10.25 -0.32
C 6.42 -2.51 -10.31 -0.02
O 6.93 -2.02 -8.95 0.02
C 7.35 -3.06 -8.12 -0.55
O 7.73 -3.12 -6.98 0.15
O 7.17 -4.14 -8.84 0.07
H 6.19 -5.97 -10.65 0.09
H 5.37 -4.83 -11.56 0.09
H 4.86 -4.91 -10.08 0.09
H 7.67 -4.06 -10.96 0.16
H 5.33 -2.49 -10.25 0.12
H 6.74 -1.86 -11.13 0.14
C 5.71 -19.18 0.02 -0.04
C 6.02 -18.91 -1.38 -0.27
C 5.00 -19.66 -2.28 -0.18
O 4.40 -18.75 -3.04 0.07
C 4.87 -17.47 -2.74 -0.50
O 4.42 -16.40 -3.20 0.08
O 5.77 -17.54 -1.81 0.11
H 4.68 -18.96 0.32 0.10
H 6.34 -18.64 0.72 0.09
H 5.99 -20.19 0.30 0.11
H 6.98 -19.22 -1.78 0.16
H 4.26 -20.26 -1.76 0.13
H 5.42 -20.43 -2.93 0.14
C 10.50 -14.97 1.59 -0.04
C 11.73 -15.04 0.77 -0.34
C 12.42 -13.72 0.22 -0.07
O 13.73 -13.90 0.67 0.08
C 13.95 -15.07 1.24 -0.54
O 14.93 -15.79 1.20 0.17
O 12.74 -15.53 1.60 0.06
H 9.65 -14.81 0.94 0.08
H 10.53 -14.21 2.37 0.09
H 10.24 -15.88 2.13 0.09
H 11.69 -15.84 0.04 0.16
H 11.78 -12.95 0.64 0.12
H 12.36 -13.62 -0.87 0.13
```

***

No. 2
Density functional theory data (ωB97M-V/def2-TZVPD) for a molecular structure, C37H63AsN2O2Re.

**Expectation value of S²**: 3.77
**Total charge**: +2
**Calculated total energy**: -109422.199 eV
**Molecular weight**: 829.05 g mol⁻¹
**Multiplicity**: 4
**ΔE to the lowest compared entry with this formula, charge and spin**: 43.7 kJ/mol
**HOMO (alpha / beta)**: -13.24 / -13.49 eV

```
106
Properties=species:S:1:pos:R:3:lowdin_charge:R:1
Re 0.51 -1.82 0.58 1.57
C 0.77 -4.41 2.10 -0.04
N 1.65 -3.49 1.32 -0.37
C 2.24 -4.23 0.16 -0.04
C 2.75 -2.96 2.20 -0.13
C 2.32 -1.67 2.86 -0.13
N 1.90 -0.72 1.79 -0.27
C 1.05 0.40 2.28 -0.08
C -0.39 0.30 1.79 -0.18
C -0.98 1.46 1.23 0.03
C -2.34 1.59 1.16 -0.15
C -3.10 0.62 1.84 0.04
C -2.60 -0.55 2.40 -0.09
C -1.23 -0.77 2.19 -0.29
O -0.62 -2.00 2.22 -0.30
C -3.52 -1.40 3.31 -0.53
C -4.80 -1.86 2.59 -0.03
C -2.82 -2.61 3.92 -0.05
C -3.93 -0.46 4.46 -0.03
C -3.01 2.81 0.52 -0.55
C -3.24 3.87 1.61 -0.03
C -4.35 2.43 -0.11 -0.04
C -2.10 3.40 -0.57 -0.05
C 3.08 -0.17 1.06 -0.08
C 2.75 0.62 -0.17 -0.16
C 3.24 1.92 -0.30 0.03
C 3.10 2.61 -1.49 -0.14
C 2.57 1.91 -2.57 0.04
C 2.10 0.59 -2.51 -0.07
C 2.09 0.02 -1.24 -0.22
O 1.40 -1.17 -0.99 -0.32
C 1.64 -0.11 -3.80 -0.52
C 2.31 0.52 -5.03 -0.05
C 0.12 0.03 -3.94 -0.03
C 2.03 -1.60 -3.81 -0.04
C 3.52 4.07 -1.66 -0.55
C 2.25 4.91 -1.89 -0.03
C 4.44 4.21 -2.88 -0.04
C 4.25 4.60 -0.43 -0.06
H 1.37 -5.27 2.41 0.12
H -0.05 -4.75 1.48 0.08
H 0.37 -3.89 2.97 0.09
H 2.88 -5.03 0.54 0.12
H 2.82 -3.55 -0.46 0.10
H 1.44 -4.67 -0.43 0.09
H 3.63 -2.82 1.57 0.12
H 3.00 -3.71 2.94 0.15
H 3.14 -1.24 3.45 0.15
H 1.47 -1.84 3.51 0.13
H 1.46 1.33 1.91 0.13
H 1.09 0.43 3.37 0.15
H -0.33 2.27 0.91 0.13
H -4.16 0.79 1.95 0.12
H -4.63 -2.72 1.95 0.06
H -5.25 -1.06 2.00 0.09
H -5.54 -2.17 3.34 0.10
H -2.53 -3.34 3.16 0.07
H -3.51 -3.10 4.61 0.10
H -1.93 -2.32 4.49 0.09
H -4.57 0.35 4.13 0.09
H -3.05 -0.02 4.94 0.10
H -4.48 -1.03 5.21 0.10
H -3.96 3.52 2.35 0.09
H -3.64 4.79 1.16 0.10
H -2.31 4.12 2.12 0.09
H -5.07 2.05 0.61 0.08
H -4.22 1.68 -0.90 0.09
H -4.80 3.32 -0.57 0.10
H -1.25 3.95 -0.15 0.08
H -2.67 4.11 -1.17 0.10
H -1.72 2.63 -1.24 0.08
H 3.73 -1.01 0.79 0.13
H 3.63 0.46 1.76 0.15
H 3.75 2.37 0.54 0.12
H 2.54 2.40 -3.53 0.11
H 1.90 1.50 -5.27 0.09
H 2.14 -0.11 -5.89 0.09
H 3.39 0.62 -4.89 0.10
H -0.18 1.08 -3.90 0.10
H -0.39 -0.50 -3.14 0.04
H -0.21 -0.38 -4.90 0.10
H 3.11 -1.72 -3.68 0.10
H 1.76 -2.02 -4.78 0.09
H 1.53 -2.17 -3.04 0.04
H 1.69 4.56 -2.75 0.08
H 2.51 5.95 -2.06 0.10
H 1.59 4.86 -1.01 0.08
H 3.92 4.02 -3.82 0.08
H 5.29 3.53 -2.82 0.10
H 4.83 5.23 -2.93 0.09
H 3.61 4.58 0.46 0.08
H 4.54 5.64 -0.60 0.09
H 5.16 4.03 -0.22 0.09
C -2.52 -1.11 -1.32 -0.24
As -1.43 -2.64 -0.86 1.05
C -1.11 -3.55 -2.53 -0.24
C -2.68 -3.77 0.06 -0.24
H -3.10 -1.36 -2.22 0.06
H -1.90 -0.24 -1.51 0.02
H -3.18 -0.91 -0.49 0.03
H -2.06 -3.97 -2.85 0.05
H -0.38 -4.34 -2.42 0.04
H -0.75 -2.83 -3.27 0.02
H -3.50 -4.00 -0.62 0.06
H -3.05 -3.22 0.92 -0.01
H -2.21 -4.69 0.40 0.04
```